333
Properties=species:S:1:pos:R:3:forces:R:3 method="wB97M-V/def2-TZVPD" total_charge=0 gap_ha=0.329 lumo_ev=0.6 max_force_ev_per_a=3.9
C 0.74604 -3.56896 -4.26373 -0.566 -1.095 -0.794
C 1.64832 -3.04344 -3.18434 0.422 0.480 1.073
C 3.14600 -3.36276 -3.32894 -1.712 -0.040 1.931
O 3.24601 -4.76963 -3.11577 0.705 0.602 -0.183
C 4.35127 -5.31445 -3.78520 0.166 -0.833 -1.391
N 1.49912 -1.61013 -3.04948 -0.818 1.359 0.754
H 1.13299 -4.52806 -4.67062 -0.345 0.331 0.434
H 0.66489 -2.91601 -5.13417 0.215 0.342 0.144
H -0.30275 -3.73293 -3.90312 0.928 0.056 -0.185
H 1.38625 -3.51954 -2.23677 -0.263 -0.466 0.127
H 3.70593 -2.72299 -2.59900 -0.209 -0.824 -0.074
H 3.46349 -3.02468 -4.25824 0.798 0.123 -2.161
H 4.38767 -6.42550 -3.60027 0.090 1.200 0.110
H 5.31252 -4.81248 -3.54418 -0.426 -0.375 0.195
H 4.21222 -5.19698 -4.90256 0.181 -0.085 0.904
H 1.92370 -1.25780 -2.16782 -0.212 -0.344 -0.761
H 0.49994 -1.33408 -2.91149 1.078 -0.417 -0.342
C 7.40886 -3.83517 4.01471 0.041 -0.882 1.407
C 6.65099 -4.85477 3.13394 0.474 1.754 0.829
C 6.70300 -4.47742 1.65976 -0.020 -0.265 0.428
O 6.17330 -3.17839 1.45563 0.974 0.010 -1.311
C 6.67075 -2.68757 0.17281 0.120 0.066 0.881
N 7.12626 -6.17208 3.45599 -1.136 -0.909 -0.509
H 7.08826 -3.95536 5.10494 0.009 0.547 -1.509
H 7.31541 -2.84390 3.61104 -0.454 0.563 0.241
H 8.48608 -4.00157 4.10758 0.084 -0.414 -0.537
H 5.60955 -4.74671 3.43251 -0.224 -0.241 0.051
H 6.13196 -5.23300 1.12929 -0.416 -0.182 -0.462
H 7.71208 -4.54759 1.25115 0.356 0.110 0.179
H 6.27380 -3.29108 -0.64037 0.147 -0.328 -0.115
H 7.79991 -2.65462 0.14459 -1.154 -0.120 0.111
H 6.26495 -1.69606 0.03792 0.014 0.379 0.100
H 6.59100 -6.86226 2.91766 0.099 0.115 0.356
H 8.05269 -6.26058 3.10496 1.065 -0.111 -0.106
C -5.64008 -2.34089 6.17488 -0.676 1.289 1.520
C -4.96779 -2.68382 4.90820 -0.784 -1.402 -1.353
C -6.00491 -3.07663 3.79861 0.262 2.285 0.129
O -6.60777 -4.25221 4.17222 -0.363 -1.310 -0.354
C -7.62332 -4.76656 3.31002 0.897 0.526 -0.708
N -4.12942 -1.64338 4.41802 0.987 0.296 -1.371
H -6.43527 -3.00484 6.49006 -0.219 -0.309 -0.429
H -6.05684 -1.32593 6.12662 -0.149 -0.095 -0.145
H -4.98372 -2.31179 7.04529 0.474 -0.065 -0.150
H -4.47070 -3.62441 5.07411 0.868 -0.553 0.120
H -5.53275 -3.00909 2.77732 -0.209 -0.666 0.743
H -6.77089 -2.28378 3.80655 0.021 0.185 -0.220
H -7.92486 -5.66908 3.83451 -0.866 0.245 -0.051
H -7.17535 -5.14404 2.34906 -0.282 0.581 0.557
H -8.40793 -3.97448 3.05541 0.738 -1.227 0.596
H -3.80253 -0.96631 5.08352 0.056 -0.091 0.307
H -3.35029 -1.99431 3.83219 -0.642 0.317 0.774
C 2.14167 3.08306 -1.23881 0.058 0.502 2.384
C 3.63922 2.68609 -1.22170 0.010 0.264 -0.309
C 4.55098 3.76663 -0.57815 -0.672 0.129 0.465
O 4.16901 3.93809 0.82037 -0.348 0.136 -0.938
C 5.13612 4.68852 1.51388 -0.486 1.614 -0.211
N 3.88584 1.37785 -0.54669 -0.365 0.188 -2.086
H 1.84350 3.30590 -0.15529 0.193 -0.380 -1.285
H 1.46499 2.32828 -1.62750 0.243 -0.397 0.100
H 1.93452 3.99536 -1.77729 0.210 0.468 -0.335
H 3.94549 2.70172 -2.29341 0.137 -0.603 0.608
H 4.55408 4.75480 -1.13274 -0.462 -0.947 0.618
H 5.58145 3.42268 -0.55353 0.242 -0.337 -0.257
H 5.26752 5.69777 1.02323 0.289 -0.976 0.122
H 6.05977 4.11293 1.54369 0.294 0.247 0.376
H 4.73598 5.00830 2.49793 0.281 -0.825 -0.278
H 3.73272 1.51851 0.42702 -0.174 -0.025 0.753
H 3.16785 0.67592 -0.84632 0.816 0.970 0.293
C 2.95353 -5.08932 -0.00843 -0.133 1.017 0.018
C 2.48116 -4.52365 1.36261 0.094 -1.280 -0.905
C 2.93204 -5.42467 2.49720 -0.042 0.156 -0.202
O 2.69535 -4.86968 3.77151 -0.474 -0.491 0.052
C 2.88025 -5.83918 4.79275 1.297 0.687 -0.234
N 3.02064 -3.21762 1.43752 -0.482 1.491 -0.222
H 4.03772 -5.22852 0.05275 0.046 0.055 -0.120
H 2.76679 -4.22799 -0.70526 0.172 -1.234 0.310
H 2.53785 -6.03657 -0.39198 -0.190 0.534 0.364
H 1.39263 -4.40455 1.32224 -0.040 -0.304 0.292
H 3.99843 -5.62102 2.39067 0.366 -0.008 -0.124
H 2.43569 -6.36921 2.41725 -0.518 -0.876 -0.064
H 3.90221 -6.24578 4.77082 0.238 0.545 0.237
H 2.31913 -6.73963 4.76286 -1.411 -0.654 -0.670
H 2.64977 -5.33576 5.70800 0.173 0.219 0.700
H 2.81360 -2.78837 2.31010 -0.276 0.342 0.855
H 4.00491 -3.14224 1.32647 1.112 -0.338 -0.180
C 3.10880 1.90660 4.89252 0.623 0.586 -0.201
C 3.50772 1.21524 3.54969 1.391 0.319 2.682
C 3.44815 -0.30149 3.74634 -1.291 -1.137 -0.358
O 4.19066 -0.75972 4.84063 0.854 2.065 0.033
C 4.27316 -2.12018 5.01553 -0.369 -0.843 -0.911
N 2.86438 1.63614 2.36429 -0.650 1.395 -1.199
H 3.57149 1.33215 5.71105 -0.281 0.317 -0.205
H 2.03534 1.89786 4.99216 -0.492 -0.145 0.256
H 3.44716 2.98832 4.98937 -0.301 -1.275 -0.392
H 4.56149 1.54093 3.46344 -0.160 -0.729 -0.303
H 3.66285 -0.81914 2.80608 0.944 0.110 -0.204
H 2.42642 -0.71232 3.90675 -0.321 0.847 0.064
H 4.69857 -2.59180 4.09712 -0.312 -0.065 0.612
H 3.28308 -2.54064 5.25308 0.059 -0.184 -0.260
H 4.91340 -2.28722 5.86132 0.429 -0.198 0.314
H 3.27450 2.53989 2.06861 -0.209 -0.673 -0.052
H 1.87374 1.85933 2.45564 0.041 -0.363 0.346
C 4.24513 9.02579 -1.34977 -0.168 -0.699 1.275
C 3.88292 7.55014 -1.13986 -0.090 0.659 1.523
C 2.74891 7.40892 -0.08949 -0.420 -1.299 0.435
O 3.14056 7.91122 1.20359 -0.938 -0.570 0.641
C 2.03992 7.87657 2.19869 1.231 0.654 -0.821
N 3.49975 6.88702 -2.34744 -0.452 -0.883 0.240
H 5.10103 9.12579 -1.96178 0.917 0.042 -0.917
H 4.50256 9.48793 -0.39655 -0.233 0.146 0.065
H 3.41172 9.52730 -1.81080 -0.378 0.345 -0.154
H 4.68331 6.99710 -0.61668 0.223 0.308 -0.625
H 2.52883 6.29109 -0.01249 0.172 1.203 -0.021
H 1.81762 7.90179 -0.40204 0.113 0.067 -0.164
H 1.44477 6.97153 2.19304 0.036 -0.466 -0.457
H 1.38919 8.72657 1.96559 -0.051 -0.091 0.263
H 2.44510 7.95963 3.22979 0.105 0.203 -0.884
H 2.62888 7.25120 -2.71164 0.125 -0.079 -0.383
H 4.23358 6.71273 -3.01838 -0.212 0.363 -0.017
C -0.73295 5.36823 -3.21595 -1.442 0.139 0.516
C -0.86604 6.57070 -2.23713 -0.024 -1.437 0.257
C -0.48528 6.00920 -0.84354 -0.437 1.943 0.501
O -1.31986 4.91011 -0.53869 -0.603 0.287 0.758
C -1.17630 4.34731 0.79827 -0.106 0.750 -1.786
N 0.07900 7.62210 -2.67035 -0.251 -1.949 -2.062
H -1.07514 5.73160 -4.18181 0.060 -0.397 -0.336
H -1.35264 4.48704 -2.88733 0.297 1.106 -0.368
H 0.26587 4.97309 -3.29608 0.599 0.388 0.068
H -1.92713 6.93352 -2.25160 0.686 -0.362 0.172
H -0.51129 6.91024 -0.08724 -0.207 -1.743 -0.790
H 0.54387 5.69354 -0.92909 0.573 -0.147 0.175
H -0.15077 4.00048 0.82451 0.126 -0.680 0.577
H -1.98590 3.62487 0.94169 0.516 -0.188 -0.279
H -1.33401 5.09843 1.54447 0.039 0.715 0.537
H -0.12125 8.49082 -2.27036 -0.475 1.547 0.881
H -0.13255 7.72229 -3.69259 0.570 0.136 1.177
C -0.00294 -1.06455 1.81305 -0.557 0.667 -0.320
C 0.30486 -0.95875 0.30716 1.179 1.217 0.491
C -0.53350 0.15187 -0.23924 -0.336 0.659 0.211
O -0.36935 0.28183 -1.65131 -0.494 0.162 1.029
C -1.20579 1.30176 -2.16245 0.257 0.375 -0.739
N 1.74466 -0.61799 0.04662 -0.172 -0.941 1.268
H 0.17906 -0.07005 2.33065 -0.274 -1.040 -0.621
H 0.64213 -1.78715 2.26513 0.510 -0.516 0.294
H -1.03905 -1.40480 1.99932 0.378 0.290 0.003
H 0.11550 -1.85628 -0.25484 -0.291 -0.674 -0.017
H -0.22051 1.06607 0.34257 -0.234 -0.249 -0.848
H -1.60020 -0.02460 0.03613 0.326 0.105 -0.393
H -1.22120 1.15386 -3.26126 -0.032 0.385 0.666
H -0.80848 2.31917 -1.91000 -0.380 -0.652 -0.155
H -2.23944 1.19561 -1.81108 0.174 0.169 0.135
H 2.22360 -1.51071 0.23985 0.112 0.258 -0.246
H 2.09874 -0.05172 0.84631 -0.459 -0.034 -0.690
C -2.92117 -4.88491 2.14449 -0.594 1.190 -0.207
C -1.61845 -4.67003 2.80739 0.717 -0.688 1.220
O -1.63343 -3.50824 3.60551 0.934 0.513 1.131
C -0.50558 -3.53206 4.56650 -0.188 -1.127 -1.068
C -0.20487 -2.14920 5.10311 -0.728 -0.325 0.149
H -3.15777 -3.98781 1.59081 0.020 0.287 -0.776
H -2.89491 -5.73315 1.48372 -0.175 -0.410 -0.191
H -3.73819 -4.89528 2.84882 -0.231 -0.686 0.479
H -1.41551 -5.53081 3.47525 0.187 0.074 -0.304
H -0.80549 -4.58618 2.08952 0.257 -0.145 -0.268
H -0.74346 -4.30718 5.34201 0.121 0.675 -0.452
H 0.40905 -3.89129 3.99722 -0.923 0.217 0.673
H -1.11533 -1.58508 5.37050 0.319 -0.257 -0.202
H 0.33797 -1.66560 4.31314 0.139 0.757 -0.066
H 0.42379 -2.20161 5.99098 0.070 -0.100 0.015
C -0.50151 -8.59799 0.58209 -2.304 -0.251 0.626
C -1.53638 -9.05717 1.64071 -0.280 -1.490 -1.377
O -0.99340 -9.02306 2.92856 0.458 0.378 0.165
C -1.95117 -9.04410 3.95446 -0.096 -0.527 0.853
C -1.29088 -8.91470 5.35019 1.528 0.388 -1.578
H 0.28558 -9.35102 0.55170 0.035 0.316 -0.412
H -1.08782 -8.41637 -0.34582 0.775 -0.567 0.238
H -0.17422 -7.63835 0.89196 0.902 0.918 0.248
H -2.52426 -8.59393 1.61071 0.187 1.002 -0.052
H -1.84349 -10.08549 1.30290 0.457 0.163 0.722
H -2.64885 -8.18235 3.89012 0.112 -0.421 -0.381
H -2.51636 -10.00738 3.86589 0.091 0.705 0.265
H -2.08342 -8.85420 6.04859 -0.667 -0.099 0.992
H -0.71428 -7.95098 5.39125 -0.525 -0.773 -0.057
H -0.56861 -9.72463 5.59439 -0.686 0.374 -0.208
C -0.78156 -5.26917 8.85270 0.037 -0.557 -0.029
C 0.67526 -4.99631 8.83487 1.682 -0.549 1.168
O 0.96698 -3.63832 9.19816 -0.490 -0.609 -0.180
C 2.30503 -3.42379 9.65981 -0.893 0.183 -1.291
C 2.46057 -1.92592 9.88262 -0.687 -0.861 -0.182
H -1.17047 -5.08149 9.82496 -0.504 0.576 0.725
H -1.24071 -4.69089 8.09937 -0.955 0.836 -0.661
H -1.03491 -6.30873 8.66263 0.367 -0.237 -0.252
H 1.14913 -5.69608 9.57494 -0.062 0.579 -0.370
H 1.12722 -5.25468 7.87336 0.053 0.207 -0.217
H 2.45194 -4.05631 10.52796 0.326 0.070 0.418
H 2.97705 -3.73659 8.85117 0.267 -0.150 0.198
H 1.67074 -1.58470 10.55049 0.153 0.124 0.114
H 2.36264 -1.39882 8.93196 0.051 -0.044 0.075
H 3.43112 -1.76138 10.29508 0.651 0.444 0.389
C -6.78562 6.29488 -3.41201 0.739 0.173 0.022
C -7.34259 6.48129 -4.80287 0.730 0.499 -0.764
O -6.16351 6.55308 -5.67914 -2.110 0.419 0.346
C -6.46376 7.04170 -6.99977 0.030 0.395 1.450
C -5.18995 6.84390 -7.72296 -0.007 0.557 -1.489
H -5.97947 5.53169 -3.41995 -0.562 0.343 0.044
H -6.34970 7.24069 -3.01580 -0.253 -0.604 -0.401
H -7.57477 5.99941 -2.74469 -0.292 -0.271 0.457
H -8.03079 5.67910 -5.14718 0.573 0.121 0.252
H -7.95016 7.41634 -4.83289 0.541 -0.325 -0.232
H -7.33730 6.53691 -7.41470 0.014 -0.210 -0.114
H -6.66921 8.14064 -6.99000 -0.185 -0.635 0.246
H -4.45451 7.49049 -7.22838 0.148 -0.395 -0.358
H -5.35835 7.16236 -8.76382 0.416 0.136 0.187
H -4.87936 5.80992 -7.77469 0.020 -0.155 0.279
C -4.63104 6.23668 1.14485 1.010 0.109 -0.308
C -4.81383 5.55284 -0.19889 -1.909 0.552 -0.134
O -4.75087 4.17759 -0.00729 0.862 -1.558 -0.430
C -4.74587 3.38582 -1.22400 0.168 0.168 1.477
C -4.72755 1.91219 -0.85487 0.493 0.026 -0.728
H -4.81411 7.30467 1.09314 0.034 0.246 -0.290
H -5.31460 5.86861 1.89496 -0.100 -0.448 0.158
H -3.58085 6.09916 1.46968 -0.577 -0.015 0.074
H -5.83486 5.75668 -0.60105 0.284 0.248 0.220
H -4.15518 5.92846 -0.97412 0.706 -0.061 -0.033
H -5.61211 3.67200 -1.79634 -0.558 -0.076 -0.413
H -3.86581 3.58389 -1.80125 0.708 0.570 -0.460
H -3.77683 1.62813 -0.35698 -0.400 0.207 -0.429
H -4.88496 1.30682 -1.79032 0.202 0.447 1.212
H -5.49389 1.74726 -0.13030 -0.765 -0.446 0.337
C 2.82791 3.59722 -4.78851 -1.223 0.220 0.847
C 1.63221 2.68112 -4.44024 2.187 -0.686 0.686
O 1.38441 1.93223 -5.61095 -1.271 -0.738 0.229
C 0.31726 0.99818 -5.40899 -1.927 -0.050 0.314
C 0.36241 -0.18508 -6.41422 -0.007 1.713 0.067
H 3.12137 4.16364 -3.88129 -0.108 0.020 -0.710
H 3.66775 3.07463 -5.18787 0.610 -0.837 0.112
H 2.52454 4.22122 -5.62253 -0.170 0.628 0.148
H 1.91866 1.98184 -3.59420 -0.154 0.455 -0.969
H 0.81208 3.26120 -4.01124 -0.418 -0.032 -0.693
H 0.27153 0.68942 -4.33570 0.662 -0.240 -0.851
H -0.69589 1.48381 -5.54841 0.943 0.133 -0.050
H -0.50323 -0.89386 -6.35471 0.668 0.875 -0.025
H 1.27725 -0.68559 -6.20219 0.711 -0.819 -0.077
H 0.45919 0.32728 -7.40461 -0.319 -0.839 0.514
C -3.37591 -2.64622 -5.48112 1.234 -0.283 -0.061
C -2.80633 -1.92047 -4.28626 0.262 -0.423 1.201
O -3.62634 -2.29398 -3.15712 0.200 0.668 0.024
C -3.18371 -1.74997 -1.92281 -0.459 0.779 0.820
C -4.33900 -1.83802 -0.86194 0.894 -0.175 -1.047
H -3.36478 -3.72417 -5.36872 -0.201 -0.256 0.549
H -4.40347 -2.31681 -5.59316 0.002 0.095 -0.627
H -2.68332 -2.52868 -6.33421 -0.782 0.588 -0.026
H -1.77365 -2.19165 -3.97991 -0.284 0.049 -0.713
H -2.80324 -0.82739 -4.47423 -0.222 -0.275 0.310
H -2.30377 -2.26973 -1.49394 -0.217 -0.330 -0.370
H -2.78351 -0.70724 -2.03872 -0.787 -0.648 -0.141
H -4.48926 -2.86459 -0.61404 0.192 -1.023 0.252
H -5.33950 -1.57459 -1.21541 0.387 0.822 -0.074
H -4.02049 -1.36160 0.06258 -0.271 0.403 -0.015
C 7.36896 0.50325 3.09023 0.700 -0.835 -0.828
C 8.50169 1.04758 2.15942 -0.650 -0.035 0.525
O 8.37917 2.43674 1.97958 -0.690 0.739 -0.218
C 9.37196 2.97352 1.11941 0.586 -1.463 0.345
C 9.21857 4.44344 0.86122 -2.029 1.239 -0.886
H 6.40765 0.38484 2.59176 -0.033 0.605 -0.257
H 7.61120 -0.54285 3.28539 0.274 -0.098 0.187
H 7.20889 0.95671 4.06737 0.346 0.444 -0.225
H 9.50819 0.83699 2.54022 -0.039 -0.111 0.422
H 8.47921 0.54553 1.18044 -0.328 -0.065 0.054
H 10.33568 2.72919 1.62670 -0.154 0.476 -0.440
H 9.37845 2.37947 0.17212 -0.037 0.499 0.350
H 8.35411 4.72303 0.16621 1.088 -0.938 0.407
H 10.11312 4.85507 0.39869 0.091 0.023 0.177
H 8.89075 5.05810 1.71169 0.777 -0.486 0.343
C -3.73399 -5.84196 -1.61653 -0.192 -0.734 -0.877
C -2.25735 -5.61643 -1.82395 -1.087 -0.403 -0.707
O -1.61415 -6.79043 -2.26010 0.349 -0.225 0.293
C -0.23319 -6.54187 -2.29258 1.800 -0.486 0.216
C 0.57398 -7.73579 -2.89498 -0.892 -0.930 1.509
H -4.16422 -4.94143 -1.23880 -0.366 0.702 0.272
H -4.19114 -6.03263 -2.60155 -0.016 -0.077 0.422
H -4.00400 -6.65483 -0.93498 0.326 0.013 -0.087
H -2.16747 -4.87020 -2.61830 0.247 0.389 0.182
H -1.82271 -5.27462 -0.91111 0.653 0.471 0.789
H -0.00295 -5.67656 -2.89546 -0.200 0.463 -0.417
H 0.17952 -6.22721 -1.25592 -0.635 -0.853 -1.200
H 1.60504 -7.47120 -3.06943 0.439 0.328 0.398
H 0.25572 -8.11729 -3.87313 -0.584 0.378 0.282
H 0.52271 -8.60708 -2.16106 0.224 0.987 -1.013
C -0.11862 3.82710 4.53960 -0.067 -0.030 -0.862
C -0.77966 2.60810 3.90249 -0.445 -0.613 0.347
O -2.18441 2.82612 3.66113 1.343 0.301 0.373
C -2.70827 1.72653 2.96702 0.453 -0.388 -0.334
C -4.18168 1.88338 2.79546 -0.435 0.036 0.505
H 0.95320 3.66755 4.69567 -0.192 0.066 -0.362
H -0.30330 4.65276 3.85059 0.391 0.158 -0.026
H -0.50011 4.16557 5.48760 -0.569 -0.372 0.445
H -0.30113 2.32832 2.93953 -0.028 0.476 0.167
H -0.66933 1.67845 4.50677 -0.069 0.493 0.049
H -2.25970 1.67327 1.95879 0.178 -0.061 0.088
H -2.40002 0.79818 3.48380 -0.356 0.072 -0.053
H -4.66760 2.07374 3.76547 0.095 -0.267 -0.279
H -4.56808 0.95814 2.35479 -0.209 0.279 0.033
H -4.37662 2.75080 2.16374 -0.133 -0.140 -0.169
C -3.58302 3.74789 -5.91321 0.893 -0.595 0.167
C -2.70350 4.88734 -6.39014 0.022 -0.136 0.268
O -1.38081 4.31886 -6.62815 -1.190 1.849 -0.081
C -0.60302 5.42095 -7.12319 0.126 -0.023 -0.094
C -0.24673 5.38536 -8.61346 0.289 -0.407 0.159
H -2.99623 3.12712 -5.15806 -0.859 0.968 -0.651
H -4.54946 4.08212 -5.53855 0.087 -0.018 0.139
H -3.73112 3.09772 -6.75883 -0.325 -0.504 -0.300
H -3.01074 5.37119 -7.36927 0.027 -0.632 1.278
H -2.73702 5.67763 -5.56324 0.579 -0.680 -1.136
H -1.15442 6.36896 -6.96562 0.398 -0.371 0.299
H 0.29313 5.39276 -6.49372 0.139 0.410 -0.352
H 0.23905 6.32305 -8.87100 -0.070 0.250 -0.040
H -1.05592 5.20353 -9.33243 -0.153 0.158 0.528
H 0.49806 4.62635 -8.80014 0.202 -0.434 -0.046
C -5.64593 0.62393 -3.95341 -0.574 -0.639 -3.034
C -6.29108 0.43273 -5.39363 1.529 -0.839 -0.125
O -7.00558 1.58024 -5.74899 -0.747 -0.531 -1.335
C -7.41837 1.45038 -7.14969 0.778 3.433 1.643
C -8.36120 2.62139 -7.45131 -0.581 -1.677 -0.832
H -4.83844 1.34838 -4.02911 -0.198 0.327 0.174
H -6.48777 0.93699 -3.35537 0.172 0.038 0.685
H -5.19904 -0.33621 -3.70657 -0.203 -0.084 0.570
H -5.53118 0.23254 -6.23326 -0.378 0.260 1.298
H -6.93149 -0.48508 -5.44400 0.128 0.601 0.408
H -6.53224 1.54883 -7.76329 0.469 -0.080 -0.192
H -7.86686 0.53590 -7.37266 -0.890 -1.714 -0.006
H -9.33310 2.42823 -6.98565 0.062 0.098 -0.162
H -8.47645 2.63410 -8.54892 -0.248 0.162 0.365
H -8.03579 3.58351 -7.13851 0.707 0.641 0.386